(1)
82
Properties=species:S:1:pos:R:3 method="wB97M-V/def2-TZVPD" orbital_gap_ev="7.1 / 4.4" e_homo_ev="-4.92 / -2.20" e_tot_ha=-5360.151239 e_above_lowest_ev=0.554 charge=-1 e_lumo_ev="2.17 / 2.16"
S -1.95316 -3.21630 0.01922
H -1.06137 3.38184 1.90266
S 1.30511 -2.03290 0.67383
C 3.54888 2.39510 5.42452
F 1.89638 3.86871 -3.71988
S 2.14133 1.88878 -2.03622
H 3.45961 2.79537 7.53521
C 0.14833 -5.80218 -4.12910
O 3.15554 2.64310 -1.37761
C 1.11257 3.11528 -2.94771
H -0.36513 -2.35730 2.38387
C 2.86517 2.42437 4.22071
N -0.70282 -2.01432 -2.60703
C -0.34401 -3.26980 -3.04384
H -0.08460 3.64548 5.30939
H 1.77133 -5.89017 -2.72967
F 0.20516 2.52258 -3.70024
C -3.87444 1.55100 -3.27925
S -1.77841 -0.01360 1.11582
C -3.00901 -2.52404 1.31520
C 0.93755 3.29296 5.32309
H 0.34937 -6.78094 -4.54551
S -2.41211 -2.66369 -4.48991
H -3.69640 -0.86057 0.10984
H -0.58400 4.47125 3.20983
C -1.67516 0.40048 -1.89141
O 1.18853 1.20925 -1.15397
C 2.06561 -0.93412 -4.86877
F 0.79433 -0.56457 -4.89381
H 2.60372 3.28245 1.58950
C -1.14891 -3.79780 -4.06986
H -2.12358 0.67836 3.36740
H -1.21639 2.85938 3.57899
N 2.61780 1.01526 -3.22490
H 0.88431 -3.58452 2.42285
C 0.94629 -5.29750 -3.10641
C 0.74852 1.39957 2.27568
H -1.55286 -0.98247 3.33526
H 4.57054 2.03705 5.45184
H 1.76513 1.02785 2.12012
F 2.71789 -0.30395 -5.84760
H -1.54526 -5.42868 -5.40620
H -1.14209 -4.69237 1.71971
H -0.07934 -4.58632 0.31267
H 0.50319 0.06257 4.02789
H -3.96566 -3.05038 1.32240
C -0.66637 -3.99859 1.02029
C 0.71310 -4.04547 -2.55770
C 0.00732 0.44832 3.14603
Sc 0.10678 -0.71736 -1.09740
H -3.55346 3.26681 -2.00781
H -1.67537 2.25545 -0.80870
H 1.08237 3.69591 0.81590
H 3.36606 2.08203 3.32354
H -3.95331 -0.64530 1.84030
C -2.35111 -0.29495 -2.94172
C -3.45026 0.28666 -3.62003
C 1.54512 2.87398 4.14337
H 0.29614 1.45512 1.28165
C -0.59144 3.42757 2.88738
C 0.23247 -3.01653 1.75377
H 1.71743 4.72182 2.11347
O 4.19450 -0.93567 -3.34590
H 1.33998 -3.66241 -1.76282
C -3.25702 -1.03718 1.09403
C 0.82474 2.86142 2.79847
C -1.38963 0.00563 2.89942
C 1.60915 3.68969 1.77259
C -2.15327 1.67802 -1.59893
H -2.53554 -2.69439 2.28324
H -4.71266 1.99747 -3.80324
S 2.83263 -0.53367 -3.24215
C 2.92765 2.81854 6.59250
F 2.15366 -2.24465 -5.06754
C 1.61949 3.26765 6.53471
H -3.95065 -0.25914 -4.41408
C -3.22498 2.26699 -2.26740
C -1.81866 -1.55687 -3.26347
C -0.91230 -5.04598 -4.61474
F 0.51038 3.90186 -2.05513
O 2.01096 -1.23211 -2.26648
H 1.11863 3.59976 7.43600

=====

(2)
82
Properties=species:S:1:pos:R:3 method="wB97M-V/def2-TZVPD" orbital_gap_ev=7.2 e_homo_ev=-5.06 e_tot_ha=-5360.025165 e_above_lowest_ev=3.985 charge=-1 e_lumo_ev=2.14
O 4.34875 1.35130 -1.35804
H -1.50585 -2.25460 -3.53174
H -4.64105 -1.99240 0.13166
H -1.62995 4.39590 0.22486
C 1.36395 -1.31650 2.44736
H -3.86265 3.43410 0.84946
O 2.06165 0.52360 -1.04834
H -1.61325 -0.20980 -2.79084
S -0.54695 -4.19350 -2.46384
C -2.34365 -3.38160 -0.48184
N 1.68965 -2.01490 0.16866
C 1.57885 -1.63300 3.79266
C -1.45435 3.38060 2.11146
F 2.10515 1.07830 -6.25444
H -1.15085 2.76370 4.14956
O -0.19315 -1.56640 -2.08714
C 2.31615 2.99120 -1.66434
S 2.43245 -3.85020 1.84176
C -0.60415 -0.17110 -2.33804
C 1.03915 0.95320 3.00846
C -0.50955 -2.45990 -3.10334
H -3.01065 -4.16510 -0.12164
H 0.85095 1.99090 2.74766
C 2.35325 -2.94940 -0.57364
H 0.01995 4.78310 4.83316
H 1.31395 1.45980 5.07346
C -0.31445 4.68290 3.80926
H 0.22605 -2.46330 -3.91834
H 4.33095 -5.77250 -2.28894
H -2.75155 -2.95210 -1.39434
C 3.51695 -5.08690 -0.44534
H -0.21845 -3.15090 -0.35994
C 3.78505 -4.98280 -1.79744
C 1.24875 0.75320 -5.29234
H -3.99765 3.14790 2.58826
H -1.24365 0.75490 2.97736
H 0.45955 6.59430 3.21136
H -0.75015 -4.83960 -0.19524
C 3.37915 -3.86730 -2.52354
H 0.03225 0.21240 -3.16304
C -0.07635 5.70490 2.90926
H -4.20155 -0.58820 1.12196
C 1.70025 -2.28570 1.43676
C 1.29935 0.66210 4.34046
C -2.27965 2.17240 1.67456
S 3.02225 1.24850 -1.87374
N 2.91535 1.00520 -3.38984
C 0.99045 -0.01800 1.98716
O 2.94145 -1.13800 -4.71074
C -1.77345 1.61890 0.29016
H -2.76325 0.17720 2.33736
Sc 0.22095 0.14160 -0.21544
C -3.90785 -1.19320 0.26716
C -0.99075 3.53890 3.41626
C -3.76955 -0.36270 -0.98684
F 2.53855 3.83470 -2.66914
F 2.77485 3.56990 -0.55084
H 1.81515 -2.65590 4.06396
C -2.25775 1.05420 2.72936
C 2.66315 -2.85600 -1.92444
S -3.20285 1.38680 -0.84704
H 3.62235 -3.77980 -3.56934
F 0.24805 0.04990 -5.86564
C -1.24445 4.44370 1.23266
S 2.06935 -0.29310 -3.91054
C 1.51615 -0.64660 4.74996
F 0.97905 2.87490 -1.51934
S -2.34815 -2.02790 0.76386
H 2.38225 -1.96880 -2.46484
H -3.12365 -0.87390 -1.69844
H 1.66005 -0.88800 5.79496
H -2.77495 1.35470 3.64116
H -1.32395 2.47750 -0.24524
H 3.85285 -5.93420 0.13196
C -0.55725 5.58000 1.61866
C 2.81645 -4.06080 0.16086
H -4.75125 -0.24080 -1.44994
F 0.70515 1.88280 -4.82184
H -0.40995 6.38420 0.91176
C -0.93405 -3.89510 -0.70604
C -3.73465 2.69360 1.63276
H -4.41905 1.87240 1.43556